C4H10NO | wB97M-V/def2-TZVPD

Computed properties:
total charge	+1
electronic energy	-288.09562	Ha

Each atom is followed by the atoms it is bonded to, with distances in Å.
Geometry (Å):
1 C -0.450 1.866 0.604  C2 1.470, H6 1.098, H7 1.091, H8 1.099
2 C 0.233 0.593 0.334  C1 1.470, C3 1.323, N5 1.454
3 C 1.095 0.349 -0.639  C2 1.323, H9 1.070, H10 1.083
4 C 0.468 -1.331 1.758  N5 1.266, H11 1.073, H12 1.079
5 N -0.264 -0.550 1.084  C2 1.454, C4 1.266, H13 1.015
6 H 0.068 2.786 0.301  C1 1.098
7 H -1.439 2.001 0.163  C1 1.091
8 H -0.539 2.146 1.663  C1 1.099
9 H 1.695 -0.491 -0.920  C3 1.070
10 H 1.212 1.170 -1.335  C3 1.083
11 H 0.034 -2.204 2.206  C4 1.073
12 H 1.533 -1.158 1.752  C4 1.079
13 H -1.274 -0.633 1.154  N5 1.015
14 H -1.214 -1.015 -3.214  O16 0.961
15 H -0.354 -2.188 -2.504  O16 0.965
16 O -0.805 -1.340 -2.407  H14 0.961, H15 0.965